87
Properties=species:S:1:pos:R:3:forces:R:3 method="wB97M-V/def2-TZVPD" spin_multiplicity=1 charge=+1 largest_force_ev_per_a=0.90 e_lumo_ev=-3.2989 homo_lumo_gap_ev=7.43
C 3.379872 4.181271 0.954264 0.2664 0.3183 -0.0698
C 4.520177 3.526622 1.724400 -0.1987 -0.0832 0.1897
C 4.200081 2.136923 2.288334 0.2818 0.1590 -0.4881
C 3.757815 1.159578 1.205749 0.0651 0.1260 -0.2105
C 3.688653 -0.288494 1.718538 0.2752 0.0974 -0.1235
C 2.776507 -1.172441 0.910645 0.6646 -0.0958 0.0131
C 3.244236 -2.040761 -0.098548 0.1181 -0.1889 -0.0680
C 4.722957 -2.142698 -0.393378 -0.0355 0.3084 0.0872
I 5.311788 -3.950490 -1.386974 0.0336 -0.0704 0.1051
C 5.253279 -0.909189 -1.169217 0.3148 -0.2767 -0.2685
C 6.524523 -0.321620 -0.558382 0.0141 -0.0803 0.2059
C 2.311233 -2.761624 -0.812677 0.4862 -0.2182 -0.1728
C 0.971694 -2.675699 -0.544796 -0.8125 0.2481 0.0092
N -0.019346 -3.373095 -1.254456 0.6534 -0.1921 -0.0354
N 0.555908 -1.874263 0.458630 0.0184 -0.2810 0.0344
C -0.885373 -1.752721 0.716133 -0.6530 0.2141 -0.0656
C -1.534411 -0.576293 -0.056621 -0.0956 -0.3866 -0.1731
C -0.583231 0.282453 -0.892596 -0.6493 0.6223 0.0237
C -1.269026 1.565742 -1.388848 0.0228 -0.4863 0.0132
S -1.196094 3.002326 -0.346987 0.3184 0.2959 -0.6195
O 0.174258 3.261871 -0.042521 -0.1120 -0.0651 0.2018
O -2.024521 4.001145 -0.939908 0.0643 -0.0555 0.1722
Cl -2.113222 2.464509 1.391282 -0.0696 -0.0378 0.1875
C 1.435734 -1.128823 1.180845 -0.6529 0.1398 0.0420
B 0.868710 -0.231858 2.383523 -0.3054 -0.2346 0.2860
O 0.972416 1.106380 2.276100 0.0907 -0.0626 -0.0697
O 0.283253 -0.823412 3.471739 0.5911 0.2563 0.1114
C 1.044708 -1.788787 4.235680 -0.4648 -0.3050 0.0452
C 0.724679 -3.236918 3.861452 0.0787 0.0300 -0.0449
H 3.029607 3.589387 0.109998 -0.0991 -0.0750 0.0779
H 3.720674 5.133391 0.542837 -0.0172 0.0030 0.0035
H 2.542973 4.416412 1.612796 -0.1223 -0.1884 -0.0596
H 5.415423 3.442907 1.103479 -0.0223 0.0544 -0.0994
H 4.779157 4.180891 2.559501 0.1404 -0.0196 -0.0085
H 5.133957 1.747455 2.705701 -0.1602 -0.0350 0.3673
H 3.443461 2.219841 3.071275 0.0260 -0.1320 0.1000
H 4.495803 1.216539 0.399907 -0.0437 -0.0488 -0.0118
H 2.807296 1.462132 0.764009 -0.0140 -0.0310 0.1537
H 3.386368 -0.297527 2.769436 -0.0902 0.0517 -0.0181
H 4.699567 -0.695626 1.702726 -0.0287 -0.0301 0.1824
H 5.243226 -2.213022 0.559052 0.0095 -0.0562 -0.0274
H 4.466167 -0.166682 -1.296278 -0.0482 0.0306 0.2098
H 5.512917 -1.247304 -2.171523 -0.2150 0.1649 -0.1215
H 7.392833 -0.900680 -0.872964 0.0315 0.0506 -0.0067
H 6.513774 -0.349389 0.533419 -0.0874 0.0775 0.0080
H 6.671522 0.716422 -0.851027 0.0374 -0.0246 -0.1314
H 2.620684 -3.413967 -1.616593 0.0328 -0.0097 0.0072
H -0.339196 -2.841672 -2.064931 -0.4612 0.1291 0.1067
H 0.366473 -4.252541 -1.578519 -0.0358 0.0333 -0.1202
H -1.055634 -1.671016 1.784295 0.2878 0.1799 0.0500
H -1.361525 -2.674179 0.402213 0.2076 -0.0990 -0.0299
H -2.241508 -1.019765 -0.759526 -0.0113 0.0886 -0.0389
H -2.127232 0.017314 0.630849 0.1506 0.0867 0.1282
H -0.357541 -0.265193 -1.808863 0.3647 -0.0648 0.0997
H 0.326175 0.586114 -0.373639 0.1179 -0.1639 -0.0326
H -2.310698 1.402443 -1.660003 -0.0501 0.0794 0.0019
H -0.732665 1.947668 -2.260299 -0.1096 0.0895 -0.0631
H 0.824441 1.559753 3.115558 -0.3100 0.0789 -0.0703
H 0.753785 -1.604714 5.266479 0.1831 0.0632 0.0514
H 2.111585 -1.587073 4.135125 0.0048 0.0726 0.0007
H 0.146240 -3.281094 2.939945 0.0059 0.0019 -0.0356
H 0.144691 -3.729484 4.638477 -0.0530 -0.0009 -0.0192
H 1.636842 -3.812268 3.710752 0.0100 -0.0431 0.0018
C -6.468661 2.458393 0.093811 0.0540 -0.0773 0.0087
O -7.437008 1.729300 0.007986 -0.0232 -0.0300 -0.0281
N -6.356842 3.665935 -0.487719 0.0610 0.0573 0.0421
C -5.154487 4.464933 -0.353328 -0.1929 0.0366 -0.1115
C -7.472635 4.166439 -1.273295 0.0093 -0.0639 0.0457
H -5.566712 2.176674 0.668366 -0.0063 0.0199 0.0117
H -5.372614 5.424229 0.120015 0.0062 -0.0011 0.0112
H -4.708183 4.650655 -1.330756 0.0671 0.0257 0.0224
H -4.432277 3.930900 0.257974 0.0190 0.0093 0.0108
H -8.367432 4.248455 -0.656548 -0.0115 0.0122 -0.0092
H -7.695358 3.487204 -2.096346 -0.0108 0.0099 -0.0136
H -7.215417 5.144905 -1.670377 0.0088 0.0121 -0.0011
C -2.577517 -2.970976 -3.436016 -0.2283 -0.0575 -0.1475
O -2.035628 -1.951237 -3.020065 0.2868 -0.0005 0.1649
N -3.884200 -3.220806 -3.342306 0.0126 -0.0143 0.0113
C -4.477631 -4.441160 -3.861770 -0.0244 0.0605 0.0244
C -4.743846 -2.233049 -2.704007 0.0710 0.0378 -0.0126
H -2.014144 -3.772628 -3.939246 0.0020 0.0029 0.0166
H -5.220227 -4.207663 -4.624909 0.0043 -0.0144 -0.0124
H -4.961812 -4.999587 -3.060117 0.0035 -0.0137 -0.0071
H -3.704317 -5.063810 -4.305971 0.0105 -0.0051 -0.0071
H -4.687748 -1.281750 -3.232221 -0.0189 0.0026 -0.0026
H -4.433734 -2.068298 -1.671912 -0.0293 -0.0089 0.0098
H -5.768470 -2.592165 -2.716310 -0.0099 -0.0093 -0.0009

***

100
Properties=species:S:1:pos:R:3:forces:R:3 method="wB97M-V/def2-TZVPD" spin_multiplicity=1 charge=-1 largest_force_ev_per_a=7.47 e_lumo_ev=1.1706 homo_lumo_gap_ev=5.75
C 3.127242 2.312785 0.777632 0.3634 -0.1368 0.6536
O 2.334462 1.114257 1.051654 -2.5837 5.1400 -4.7573
C 1.921961 0.459804 -0.191573 -1.3392 0.8380 -0.5020
C 0.305975 0.576309 -0.318391 0.3082 -0.4436 -0.6816
C -0.334064 -0.502624 -1.377620 -0.8579 1.0075 1.4631
C -1.945422 -0.511434 -1.044390 0.7709 0.0739 -0.4081
C -2.813047 -1.266602 -2.194304 0.1148 0.7590 -0.1211
C -4.283615 -0.593198 -2.414825 -0.5580 -0.9095 -0.5540
C -5.499885 -1.440766 -1.761206 0.4158 0.0836 -0.7557
B -5.736829 -1.116987 -0.130689 -0.6479 -1.5214 -1.8724
C -7.329268 -1.486915 0.154129 -0.2715 -0.3161 1.4825
C -8.234899 -0.229550 0.611831 -1.7181 -1.2329 -0.5575
C -9.106495 0.397943 -0.637791 0.5783 0.9832 1.8070
C -8.219817 1.612257 -1.229463 1.4615 -0.9540 -1.1000
S -9.082413 3.265171 -1.240706 1.6314 1.2610 0.4391
C -7.737335 4.547621 -1.018179 1.8711 2.7079 -0.7994
N -7.582609 5.842492 -1.715452 0.3725 -4.7300 3.3440
N -6.478111 6.444202 -1.184850 1.8692 -3.7225 3.9201
C -5.881843 5.581638 -0.166068 -3.4404 0.8258 -3.4989
O -6.680500 4.372697 -0.070697 -0.4036 3.1931 -2.0885
C -4.767166 -2.165435 0.678227 1.2187 0.2853 3.0231
C -4.461971 -1.519463 2.277287 -3.5133 -1.7380 -0.7002
C -5.537006 -0.275537 2.745117 2.1926 -0.2917 1.4636
O -5.531503 -1.806902 3.320972 5.2288 0.8691 -2.2277
H 2.446177 3.202958 0.510602 1.1457 -1.2090 0.3984
H 3.923771 2.151943 -0.057984 -1.4733 0.1279 1.2477
H 3.734287 2.514187 1.752656 -1.2374 -0.1541 -1.6321
H 2.275561 -0.639907 -0.163018 -0.6382 1.7006 -0.0124
H 2.379798 1.003663 -1.117670 -0.5827 -1.0951 1.5979
H -0.008165 1.635940 -0.688966 0.7134 -1.7594 0.7558
H -0.146473 0.434165 0.731317 0.7004 0.0713 -1.6216
H -0.162248 -0.129596 -2.453700 -0.1376 -0.8148 1.6114
H 0.115786 -1.543844 -1.172759 -0.6398 1.5601 -0.5969
H -2.277978 0.604542 -0.937115 0.4836 -2.0272 -0.3535
H -2.047223 -0.972518 0.005557 -0.0701 0.5822 -1.6536
H -2.894414 -2.410373 -1.993824 0.0748 2.0229 -0.2613
H -2.219267 -1.135549 -3.186645 -0.8970 -0.2794 1.6396
H -4.308895 0.473010 -1.969779 0.1515 -1.6375 -0.7608
H -4.510744 -0.529848 -3.562178 0.7280 0.0685 1.8975
H -6.480819 -1.247170 -2.371648 1.6925 -0.2525 0.8698
H -5.276259 -2.571472 -1.826915 -0.3010 1.4318 -0.4187
H -5.471115 0.029794 -0.001692 0.2383 0.8760 0.4638
H -7.748850 -2.072425 -0.760560 0.2160 1.1566 1.4650
H -7.318420 -2.260624 1.032080 -0.3755 1.3474 -1.3593
H -9.042426 -0.640518 1.353416 1.4106 0.9096 -1.0718
H -7.657053 0.625768 1.118623 -0.7315 -1.5537 -0.7498
H -9.358809 -0.411522 -1.422360 0.4029 1.5519 1.2451
H -10.060647 0.845420 -0.129701 1.4550 -0.8280 -1.2860
H -7.211305 1.767556 -0.670966 -1.9017 -0.5385 -0.8320
H -7.955961 1.358140 -2.324496 -0.3213 0.6107 1.6877
H -4.928637 5.748790 0.467038 -2.0640 -0.5638 -1.2930
H -5.281231 -3.190685 0.862002 0.9411 1.5960 -0.2274
H -3.727400 -2.334521 0.213226 -1.4508 0.1733 0.8062
H -3.292872 -1.416474 2.621654 -3.1397 0.0024 -0.3909
H -5.988128 -0.068943 3.769673 -0.8015 0.6305 -1.8284
H -4.561738 0.343040 3.016246 -0.6076 -1.0527 0.8248
C 4.524958 -3.350467 1.871685 0.2756 -0.1916 -0.3886
C 5.714876 -2.754352 2.612085 -0.1235 -0.4750 0.3560
O 5.449699 -1.354403 2.677157 -0.3119 -0.0667 -0.2002
S 3.838175 -1.122797 2.771591 -0.1454 -0.0531 -0.2381
O 3.491883 -0.935969 4.153116 0.1279 -0.0093 -1.1837
O 3.444713 -0.199810 1.734276 3.9354 -4.7425 3.8530
O 3.385872 -2.623158 2.334325 0.3895 0.6138 0.6463
H 4.613383 -3.194256 0.792081 0.0677 -0.0196 0.0390
H 4.405150 -4.414190 2.074864 -0.2011 0.3593 0.0548
H 6.660334 -2.943710 2.101139 -0.1142 0.2391 -0.0406
H 5.772489 -3.135542 3.636720 0.0072 -0.0974 -0.0737
C -3.226565 8.890752 -2.462935 -0.4374 0.3918 -0.3772
C -3.927198 7.792642 -3.250183 -0.4261 -0.1895 0.7220
O -2.918312 7.241248 -4.097354 1.0801 0.4781 0.1419
S -1.483608 7.333947 -3.340239 -0.2791 -0.2397 0.0021
O -1.217493 6.065618 -2.723303 0.1330 1.1827 -0.5560
O -0.551123 7.986530 -4.213816 -0.6050 -0.7354 0.6503
O -1.924218 8.380280 -2.177215 0.1526 -0.7711 -0.4376
H -3.112417 9.797020 -3.065313 -0.0423 -0.0342 0.0355
H -3.752147 9.134263 -1.537963 0.2318 -0.1664 -0.0188
H -4.761399 8.172169 -3.841487 0.2361 -0.1249 -0.1048
H -4.283429 6.998432 -2.587735 -0.1059 0.1683 -0.0490
C 8.847058 -6.864461 2.421418 0.6020 0.1099 -0.2874
C 8.594105 -5.406673 2.063397 0.2155 0.1030 0.6775
O 7.578675 -5.440697 1.061364 -0.3593 -0.8309 -0.1420
S 6.602465 -6.710207 1.340126 0.1490 -0.2378 -0.1178
O 5.447272 -6.238473 2.051282 0.8765 -0.7452 -0.6599
O 6.514448 -7.487399 0.139163 -0.2026 0.8389 1.0452
O 7.563168 -7.489178 2.393648 -0.6844 0.6802 -0.3328
H 9.479059 -7.350904 1.672676 -0.0028 0.0748 0.0590
H 9.303160 -6.973957 3.406833 -0.2814 -0.0725 -0.0630
H 9.489118 -4.908931 1.687910 -0.2413 -0.0517 -0.1865
H 8.202913 -4.852131 2.922157 0.1105 -0.0426 0.0122
C 9.524644 -1.098732 0.168209 -0.1996 0.7161 0.2134
C 10.600139 -0.421401 -0.669961 -0.4759 -0.1076 -0.5398
O 11.838034 -0.889973 -0.134888 -0.1609 -0.7307 0.7490
S 11.637673 -2.406226 0.414114 0.1164 0.1714 -0.2322
O 12.090951 -3.315092 -0.600244 -0.3434 0.5297 1.1319
O 12.095840 -2.461450 1.772183 -0.1922 -0.1403 -1.1833
O 10.012382 -2.418225 0.415083 0.8810 -0.1462 -0.2855
H 9.399906 -0.595787 1.131629 -0.0163 0.0100 -0.0914
H 8.563413 -1.137794 -0.347242 0.1631 -0.2328 0.0562
H 10.544863 0.666646 -0.617180 0.2221 -0.1586 0.1488
H 10.542940 -0.737890 -1.715936 -0.0681 0.0612 0.0629

***

82
Properties=species:S:1:pos:R:3:forces:R:3 method="wB97M-V/def2-TZVPD" spin_multiplicity=1 charge=-1 largest_force_ev_per_a=3.12 e_lumo_ev=2.4761 homo_lumo_gap_ev=5.56
Bi -0.158568 0.818588 -0.653406 0.5132 -1.4789 0.9724
P 0.452406 2.673574 1.422388 -0.3569 -0.2272 -0.6132
C 0.668691 4.413383 0.798148 0.0887 -0.0430 0.2528
C -0.961844 2.713663 2.632195 0.5484 0.4642 0.2824
C 2.070133 2.333474 2.244821 -0.1283 0.3545 0.0516
C -0.083792 4.664487 -0.515248 0.0337 0.1990 -0.0733
H 1.750080 4.463134 0.583117 -0.2573 -0.0221 0.0475
C 0.335095 5.483769 1.836640 0.0163 0.4635 -0.0301
H -0.743141 5.539904 2.032034 0.2030 -0.0278 -0.0535
H 0.650206 6.459592 1.441857 -0.1283 -0.0656 0.1203
H 0.848173 5.339632 2.793371 -0.2055 0.0031 -0.2443
H 0.278529 4.025211 -1.330240 -0.1319 0.1172 0.2816
H 0.060325 5.710556 -0.818897 0.0058 -0.1155 0.0324
H -1.164354 4.500973 -0.412087 0.2733 -0.0500 -0.0464
H 2.790749 2.569149 1.441683 -0.3208 -0.0637 0.1703
C 2.261850 0.860143 2.619083 0.0937 -0.2591 -0.1180
C 2.324184 3.284435 3.417713 0.3759 -0.0094 0.2714
H 2.524092 4.309509 3.087195 -0.0492 -0.2096 0.0536
H 3.209210 2.951773 3.974626 -0.0918 0.0308 -0.0404
H 1.484044 3.305868 4.126761 0.1666 -0.0542 -0.1632
H 1.647532 0.152454 2.036341 0.1888 0.2723 0.1911
H 2.065512 0.699341 3.688257 0.0221 0.0321 -0.2163
H 3.305276 0.575775 2.411641 -0.2770 0.0367 0.2328
C -2.255043 3.038912 1.872448 -0.0869 -0.0137 -0.0195
H -0.722555 3.525935 3.337424 -0.2770 -0.0918 -0.0661
C -1.114732 1.406815 3.411699 -0.0624 -0.2814 -0.1164
H -2.231668 4.030643 1.402018 -0.0150 -0.2603 0.1052
H -3.093672 3.019485 2.582389 0.1346 0.0269 -0.1551
H -2.461399 2.281575 1.099727 0.0815 0.1858 0.2287
H -1.264134 0.565355 2.719767 0.1114 0.1675 0.2186
H -2.017470 1.456888 4.039956 0.2278 0.0676 -0.0949
H -0.258844 1.185494 4.062590 -0.1347 0.1290 -0.1773
Cl -1.847320 -0.621504 0.564881 -2.3862 -1.5667 1.2599
H -1.344036 1.939679 -1.378089 -0.1604 1.3816 -1.0704
H 1.640074 0.781360 -0.674172 1.9940 1.1122 -0.8413
P 0.179238 -0.930907 -2.969927 -0.4626 0.0903 0.1365
C 1.926341 -1.439317 -3.308478 -0.1258 0.1724 -0.2067
C -0.816210 -2.488942 -3.113057 0.2625 -0.0733 -0.2796
C -0.334040 0.161611 -4.389371 0.4483 -0.2983 -0.0515
C 2.689162 -1.687008 -1.997423 0.1010 -0.1096 0.1400
H 2.347271 -0.545281 -3.800594 -0.0091 -0.2032 0.0832
C 2.057947 -2.630256 -4.260600 0.3019 -0.0977 -0.1742
H 1.797725 -3.571725 -3.762832 0.0275 0.2323 -0.1338
H 3.110081 -2.699820 -4.565839 -0.1248 -0.1038 0.0142
H 1.458470 -2.534355 -5.173318 0.1053 -0.0581 0.2461
H 2.959321 -0.743205 -1.512432 -0.1866 -0.1912 -0.0416
H 3.620123 -2.226603 -2.216391 -0.1136 0.0319 -0.0008
H 2.115828 -2.278197 -1.265140 0.1690 0.1979 -0.2548
H 0.421784 0.965984 -4.345950 -0.2166 -0.2191 -0.0166
C -1.724719 0.794993 -4.173005 -0.1219 0.2014 -0.0390
C -0.220229 -0.518531 -5.754443 -0.1506 0.2187 -0.3689
H 0.818879 -0.731702 -6.029517 -0.2020 0.0289 0.0985
H -0.631692 0.151818 -6.522197 0.0843 -0.1496 0.0217
H -0.793426 -1.455568 -5.796719 0.1155 0.2242 0.0402
H -2.145006 0.624874 -3.173220 0.1598 0.0241 -0.2597
H -2.449925 0.413979 -4.905352 0.1871 0.0281 0.1675
H -1.655693 1.884220 -4.305028 -0.1077 -0.2734 0.0191
C -0.405808 -3.466452 -2.007977 0.0388 0.2162 0.2979
H -0.554022 -2.913439 -4.099709 -0.2714 0.0391 0.2617
C -2.321840 -2.231360 -3.034947 -0.1227 0.0282 -0.0354
H 0.565445 -3.946721 -2.172714 -0.2309 0.1330 0.0216
H -1.166448 -4.246434 -1.884082 0.1679 0.0607 -0.1027
H -0.339279 -2.971139 -1.029728 -0.0866 -0.1055 -0.3863
H -2.595625 -1.696489 -2.113719 0.1301 -0.1266 -0.1802
H -2.829350 -3.204116 -3.011545 0.0244 0.1880 -0.0138
H -2.696890 -1.672461 -3.898190 0.0206 -0.0475 0.1191
O 0.241166 -6.158599 1.863395 -0.0434 -0.0502 -0.2460
S -0.456251 -4.965747 1.444264 0.8637 2.2928 0.3656
O -1.676851 -5.130516 0.692607 0.1256 -0.3129 -0.0618
N 0.503421 -3.828995 0.781965 0.4225 -0.7322 -0.4696
C 0.700248 -2.700111 1.494305 0.6610 -0.4313 -1.2626
O 1.312308 -1.694846 1.059629 -0.6030 -1.0060 0.8483
C 0.018853 -2.804132 2.816247 -0.8537 0.6527 0.6642
C -0.118953 -1.833062 3.812719 0.0209 -0.2265 0.0572
C -1.165106 -1.949598 4.734764 0.0679 -0.4775 -0.0614
C -1.991315 -3.091072 4.728772 0.3159 -0.0828 -0.3111
C -1.751510 -4.140069 3.822479 0.3645 0.7614 0.2028
C -0.773859 -3.934353 2.856093 -0.8067 -0.4070 0.9907
H 0.594982 -1.010446 3.866658 -0.4300 -0.0792 -0.2208
H -1.342524 -1.154179 5.467674 0.0853 -0.3325 -0.2761
H -2.830588 -3.152776 5.417600 0.1996 -0.0388 0.0034
H -2.295021 -5.077972 3.835640 -0.2105 0.2080 0.0227